The following is a quantum chemistry calculation of a molecular structure, C44H48IN4OS4Tl, from OMol25.

Orbital gap, eV: 4.6
LUMO level, hartree: -0.0087
M, g/mol: 1108.4
HOMO level, eV: -4.805

Each line ends with the Mulliken charge.
Cartesian coordinates (Å):
Tl (-1.794362, 2.901740, -0.543979)  1.13
N (-1.692097, 0.308695, -1.020381)  -0.23
S (-1.807118, -0.820820, -0.130815)  0.18
N (-0.387195, -1.713239, 0.135956)  0.25
S (0.646052, -1.582165, 1.231779)  0.89
N (1.330631, -0.300134, 1.737374)  -0.12
S (1.684385, 1.031073, 0.806659)  2.00
N (0.658930, 2.001428, 0.484583)  -0.84
C (2.458538, 0.273832, -0.615638)  1.00
C (1.583231, 0.109399, -1.683297)  0.53
C (2.031723, -0.547409, -2.820873)  -1.15
C (3.334407, -1.021664, -2.886464)  -0.94
C (4.202949, -0.833387, -1.818112)  -0.72
C (3.769205, -0.185783, -0.670033)  -0.70
C (3.053706, 1.612802, 1.806347)  -0.23
C (3.195749, 2.991160, 1.817716)  -0.59
C (4.214272, 3.563312, 2.569367)  -0.81
C (5.073468, 2.757886, 3.299710)  -0.60
C (4.917532, 1.376184, 3.290100)  -0.85
C (3.902435, 0.798043, 2.544928)  -0.07
C (1.915380, -2.703859, 0.669038)  1.00
C (1.800049, -3.345374, -0.550325)  -0.30
C (2.831715, -4.182569, -0.961099)  -0.92
C (3.941968, -4.369953, -0.153770)  -0.63
C (4.036943, -3.724509, 1.073971)  -0.83
C (3.020873, -2.881727, 1.490122)  -0.87
C (0.087405, -2.332467, 2.743635)  0.58
C (-0.545784, -3.560864, 2.611397)  -0.46
C (-0.984726, -4.212052, 3.751116)  -0.87
C (-0.792389, -3.628798, 4.997675)  -0.61
C (-0.165423, -2.397473, 5.110136)  -0.86
C (0.286551, -1.735043, 3.975209)  -0.13
C (-2.346880, -0.556522, 1.548670)  1.28
C (-3.230293, -1.405230, 2.202412)  -0.84
C (-3.581879, -1.122251, 3.513077)  -0.88
C (-3.061997, -0.004759, 4.154054)  -0.79
C (-2.184830, 0.836882, 3.486141)  -1.13
C (-1.819311, 0.564109, 2.176288)  0.35
C (-2.823294, -2.173401, -0.687177)  0.39
C (-4.100917, -1.771884, -1.063095)  0.04
C (-4.981433, -2.741059, -1.527871)  -1.12
C (-4.588272, -4.067684, -1.622281)  -0.59
C (-3.307024, -4.448764, -1.238226)  -0.97
C (-2.416665, -3.500373, -0.758349)  -0.11
H (0.564959, 0.480416, -1.604445)  -0.03
H (1.354580, -0.691011, -3.653504)  0.56
H (3.678549, -1.534745, -3.775401)  0.43
H (5.222836, -1.190574, -1.877774)  0.45
H (4.451316, -0.032627, 0.155441)  0.47
H (2.488608, 3.591634, 1.258662)  0.55
H (4.329100, 4.638928, 2.589181)  0.45
H (5.864260, 3.205740, 3.887232)  0.39
H (5.582317, 0.750375, 3.870891)  0.44
H (3.762092, -0.271465, 2.543573)  0.34
H (0.936408, -3.163325, -1.173723)  0.51
H (2.762215, -4.684319, -1.916962)  0.48
H (4.740917, -5.022793, -0.480249)  0.41
H (4.901665, -3.878001, 1.705771)  0.46
H (3.071957, -2.383732, 2.448818)  0.24
H (-0.702853, -3.994137, 1.632985)  0.15
H (-1.485852, -5.166810, 3.665126)  0.48
H (-1.141740, -4.137421, 5.886638)  0.41
H (-0.031072, -1.942541, 6.082303)  0.47
H (0.766037, -0.768253, 4.033445)  0.51
H (-3.659609, -2.259144, 1.697329)  0.52
H (-4.280702, -1.767438, 4.028859)  0.44
H (-3.354600, 0.217287, 5.172109)  0.42
H (-1.788762, 1.715648, 3.978280)  0.53
H (-1.128184, 1.213074, 1.649670)  -0.14
H (-4.425294, -0.728839, -0.887241)  0.65
H (-5.986341, -2.447951, -1.804790)  0.52
H (-5.283047, -4.813113, -1.988314)  0.38
H (-3.001656, -5.484711, -1.310221)  0.47
H (-1.416747, -3.787327, -0.465359)  0.11
C (0.518926, 4.628673, -3.874840)  -1.81
C (0.889029, 4.570690, -2.363327)  2.67
C (0.127473, 5.684239, -1.635293)  -1.79
C (2.401604, 4.730053, -2.178701)  -1.61
C (0.342332, 3.242676, -2.078380)  -0.63
H (0.829773, 5.610569, -4.234330)  0.49
H (-0.553904, 4.507818, -4.024089)  0.30
H (1.047894, 3.872103, -4.458726)  0.38
H (0.463401, 6.655580, -2.005038)  0.45
H (0.310413, 5.642036, -0.560636)  0.33
H (-0.946645, 5.601397, -1.801435)  0.42
H (2.739780, 5.718019, -2.501871)  0.43
H (2.942911, 3.977165, -2.754979)  0.40
H (2.673658, 4.610147, -1.127727)  0.23
H (1.154275, 2.496030, -2.068233)  -0.21
C (-4.275022, 1.001716, -3.722187)  -0.18
S (-3.066096, 2.223328, -4.189516)  0.22
C (-1.639284, 1.142807, -4.165843)  0.01
O (-2.948524, 3.141327, -3.006944)  -0.54
H (-4.461220, 0.341749, -4.570585)  0.44
H (-5.177918, 1.549073, -3.449882)  0.24
H (-3.910326, 0.455050, -2.853475)  -0.28
H (-1.786612, 0.378621, -4.929945)  0.56
H (-1.548262, 0.700429, -3.170405)  -0.41
H (-0.762122, 1.744059, -4.407225)  0.18
I (-6.438290, 2.473629, -0.738537)  -0.29
C (-4.720425, 1.218045, -0.381273)  -0.50
H (-4.335603, 1.582641, 0.582259)  0.14
H (-4.028778, 1.582178, -1.152846)  -0.56

Force components x, y, z for each atom (eV/Å):
Tl -0.47 0.03 -0.01
N 0.06 0.36 -0.06
S 0.21 -0.35 0.05
N -0.25 0.08 -0.29
S 0.27 -0.30 0.16
N -0.13 0.30 0.13
S -0.01 -0.10 -0.05
N 0.23 0.21 0.09
C 0.03 -0.12 -0.16
C 0.10 -0.09 -0.05
C -0.01 0.00 0.01
C 0.01 0.03 0.01
C 0.00 0.01 0.01
C -0.05 0.03 -0.06
C 0.03 0.13 0.02
C 0.07 -0.01 0.04
C -0.05 0.02 -0.05
C 0.02 -0.04 0.02
C -0.01 0.04 -0.01
C -0.03 0.06 -0.02
C -0.03 -0.03 0.03
C 0.13 0.00 -0.06
C -0.05 0.05 0.04
C 0.02 -0.02 -0.02
C -0.03 0.05 0.02
C -0.01 -0.13 -0.01
C 0.09 -0.06 -0.01
C -0.02 -0.05 0.14
C 0.00 0.03 -0.06
C -0.01 0.00 0.02
C 0.01 0.04 -0.04
C -0.07 -0.04 0.04
C -0.08 0.12 0.14
C 0.02 0.05 -0.01
C 0.02 0.01 0.03
C -0.01 -0.02 -0.04
C 0.01 -0.02 0.00
C -0.07 0.03 0.02
C -0.20 -0.04 -0.02
C 0.09 -0.42 0.10
C 0.01 0.04 0.01
C 0.04 -0.03 0.00
C -0.05 0.02 -0.01
C 0.09 0.05 -0.07
H 0.02 -0.10 0.01
H 0.00 0.00 -0.01
H 0.01 0.00 -0.01
H 0.00 -0.01 0.00
H -0.03 -0.02 0.01
H 0.00 0.00 0.00
H 0.00 0.00 0.00
H 0.00 0.00 0.00
H 0.00 0.00 0.00
H -0.03 -0.07 0.00
H -0.03 -0.01 0.02
H 0.00 0.00 -0.01
H 0.00 -0.01 0.00
H 0.00 -0.01 0.00
H 0.00 0.03 0.04
H 0.00 0.00 -0.02
H 0.00 0.00 0.01
H 0.00 0.00 0.01
H 0.00 0.00 0.00
H 0.01 0.00 -0.01
H 0.02 -0.01 -0.02
H -0.01 -0.01 0.00
H -0.01 0.00 0.01
H 0.01 0.01 0.00
H -0.02 -0.02 0.02
H -0.11 0.23 -0.10
H -0.01 0.01 0.00
H 0.00 -0.01 -0.01
H 0.00 -0.01 0.00
H 0.01 0.02 0.00
C -0.07 -0.27 -0.14
C 0.14 0.12 0.52
C -0.01 0.06 -0.15
C 0.01 0.05 -0.04
C 0.08 -0.19 0.10
H 0.02 0.01 0.01
H 0.00 0.06 0.01
H 0.02 0.00 0.01
H -0.02 0.04 0.04
H 0.02 -0.02 0.01
H 0.00 -0.02 -0.03
H 0.00 0.00 0.00
H 0.00 -0.01 0.00
H -0.03 -0.01 0.00
H -0.03 0.14 -0.33
C -0.06 -0.16 -0.03
S -0.13 0.27 0.11
C 0.12 -0.05 -0.02
O 0.30 0.03 -0.12
H -0.01 0.00 0.01
H -0.01 -0.03 -0.01
H -0.04 -0.03 -0.02
H 0.02 -0.03 -0.02
H -0.01 0.03 -0.05
H -0.03 -0.01 -0.01
I -0.31 0.21 -0.02
C 0.32 -0.26 0.05
H -0.03 0.08 0.01
H -0.05 0.10 0.16

The following is a quantum chemistry calculation of a molecular structure, C44H49AsN8PS2ScSi2, from OMol25.

Orbital gap, eV: 5.9
LUMO level, hartree: -0.0160
M, g/mol: 961.1
Energy above the lowest of the compared OMol25 structures with the same formula, charge and spin, kJ/mol: 140.4
HOMO level, eV: -6.382

Each line ends with the Mulliken charge.
Cartesian coordinates (Å):
Sc (0.589679, 0.340569, 0.151098)  1.25
C (-0.433442, -2.901377, 0.778052)  -1.26
N (-1.007086, -1.621688, 0.355760)  0.64
C (-2.006236, -1.075905, 1.288670)  -0.51
C (-1.318266, -0.362970, 2.402435)  -0.25
N (-0.189640, 0.279880, 2.237654)  1.45
C (0.060134, 0.951032, 3.430744)  0.14
C (1.068291, 1.846559, 3.768936)  -0.63
C (1.003188, 2.420393, 5.022897)  -0.81
C (-0.025155, 2.106554, 5.923622)  -0.55
C (-1.024940, 1.210612, 5.597592)  -1.09
C (-0.961202, 0.649924, 4.330309)  0.83
N (-1.799631, -0.230682, 3.652789)  0.05
C (1.056092, -2.826335, 0.836278)  0.33
N (1.725631, -1.723218, 1.050643)  0.47
C (3.059919, -2.125447, 1.215787)  -0.10
C (4.191070, -1.404262, 1.590117)  -0.76
C (5.383464, -2.093962, 1.693795)  -0.82
C (5.466901, -3.469379, 1.437881)  -0.54
C (4.345801, -4.206228, 1.108995)  -1.11
C (3.148771, -3.507836, 1.026969)  0.97
N (1.847383, -3.923106, 0.786560)  -0.09
H (-0.746148, -3.713490, 0.117785)  0.43
H (-0.788351, -3.152227, 1.781474)  0.35
H (-1.465550, -1.737670, -0.542065)  -0.77
H (-2.693879, -1.837437, 1.667504)  0.50
H (-2.586287, -0.314406, 0.755975)  -0.52
H (1.855325, 2.089710, 3.065802)  0.33
H (1.756687, 3.139030, 5.317219)  0.45
H (-0.041652, 2.591167, 6.890865)  0.39
H (-1.826086, 0.972960, 6.284779)  0.41
H (-2.723782, -0.493813, 3.949849)  0.30
H (4.134937, -0.344288, 1.788167)  0.60
H (6.281085, -1.558707, 1.976065)  0.50
H (6.423107, -3.968727, 1.521473)  0.41
H (4.398342, -5.274079, 0.940079)  0.43
H (1.548021, -4.865193, 0.607549)  0.23
S (-3.108473, 2.115218, 1.464692)  -0.33
C (-2.430283, 3.568122, 0.869902)  0.97
C (-3.066391, 4.770215, 1.356165)  -0.24
N (-3.594339, 5.704231, 1.772011)  -0.58
C (-1.404871, 3.722184, -0.023667)  -0.22
S (-0.484267, 2.434823, -0.779430)  0.54
C (-1.044086, 5.019436, -0.499465)  -0.57
N (-0.728634, 6.044944, -0.923166)  -0.64
N (0.924244, 0.196091, -2.452564)  0.98
C (0.297440, -0.238013, -3.677184)  -0.62
C (1.150625, -0.586240, -4.724906)  -0.45
C (0.651507, -0.978558, -5.952515)  -0.76
C (-0.719479, -1.002899, -6.163324)  -0.97
C (-1.569273, -0.679448, -5.122439)  -0.05
C (-1.087308, -0.324062, -3.860339)  0.12
P (-2.248067, -0.206250, -2.439437)  1.89
C (-3.251086, -1.724255, -2.816804)  0.32
C (-2.572913, -2.945931, -2.750704)  -0.37
C (-3.227789, -4.146153, -2.974007)  -0.90
C (-4.587756, -4.148834, -3.259798)  -0.58
C (-5.272240, -2.945581, -3.326809)  -0.61
C (-4.612293, -1.741761, -3.103608)  -0.29
C (-3.363938, 1.165327, -2.880308)  0.41
C (-3.091912, 2.049901, -3.921297)  -0.70
C (-3.901691, 3.158039, -4.123894)  -0.73
C (-4.990522, 3.387846, -3.295170)  -0.57
C (-5.266031, 2.511653, -2.255287)  -0.83
C (-4.449702, 1.411641, -2.042698)  -0.42
H (1.923117, 0.101165, -2.580226)  -0.82
H (0.747354, 1.196660, -2.324501)  -0.26
H (2.223566, -0.530234, -4.571753)  0.39
H (1.333016, -1.245551, -6.750218)  0.42
H (-1.122390, -1.287627, -7.126613)  0.41
H (-2.640945, -0.721490, -5.277506)  0.51
H (-1.497760, -2.950477, -2.578609)  0.43
H (-2.678141, -5.079052, -2.936613)  0.42
H (-5.104206, -5.083576, -3.435286)  0.38
H (-6.329312, -2.940488, -3.562576)  0.43
H (-5.161178, -0.811742, -3.168558)  0.37
H (-2.230925, 1.888359, -4.556624)  0.35
H (-3.667544, 3.855097, -4.918372)  0.40
H (-5.607719, 4.264111, -3.447587)  0.41
H (-6.094533, 2.704791, -1.586276)  0.41
H (-4.635916, 0.771930, -1.187928)  0.43
C (4.288347, 1.470401, -3.169221)  -1.22
Si (4.358387, 0.597481, -1.489435)  0.51
C (6.166903, 0.658549, -0.966115)  -1.03
C (3.990488, -1.240539, -1.855564)  -0.91
As (2.940142, 1.466942, 0.142740)  -0.30
Si (2.979124, 3.734062, -0.500071)  0.35
C (2.335533, 4.240298, -2.191009)  -0.85
C (4.801860, 4.222929, -0.408028)  -1.27
C (2.059142, 4.633790, 0.866670)  -0.70
H (4.771883, 0.847856, -3.927123)  0.45
H (4.828342, 2.419507, -3.125198)  0.31
H (3.275366, 1.702487, -3.509985)  0.30
H (6.819600, 0.358031, -1.790708)  0.35
H (6.345047, -0.012682, -0.122932)  0.18
H (6.447576, 1.667687, -0.656367)  0.31
H (4.219224, -1.483785, -2.897579)  0.66
H (2.948571, -1.517936, -1.666015)  -0.07
H (4.612130, -1.878452, -1.221646)  0.25
H (3.090348, 4.104912, -2.968054)  0.38
H (2.048674, 5.294497, -2.159483)  0.46
H (1.440708, 3.679718, -2.463503)  0.08
H (5.360717, 3.845996, -1.269760)  0.23
H (5.249577, 3.799513, 0.494320)  0.29
H (4.926344, 5.308886, -0.380140)  0.43
H (1.108089, 4.137587, 1.077715)  -0.05
H (1.832724, 5.664405, 0.582079)  0.39
H (2.649961, 4.645021, 1.786726)  0.32

Force components x, y, z for each atom (eV/Å):
Sc -0.47 0.10 -0.22
C 0.09 0.03 -0.04
N 0.07 0.21 0.09
C 0.02 -0.05 -0.04
C -0.08 -0.06 0.10
N 0.15 0.13 -0.39
C -0.07 0.09 0.03
C 0.06 -0.02 0.00
C 0.02 -0.01 0.01
C 0.00 -0.01 0.01
C -0.02 -0.02 0.02
C -0.03 -0.01 -0.08
N -0.02 0.13 0.11
C 0.05 -0.02 -0.05
N 0.02 0.28 -0.34
C -0.07 -0.09 0.10
C 0.05 0.00 0.02
C 0.01 0.00 -0.04
C -0.02 -0.02 0.01
C 0.00 -0.05 0.01
C -0.01 0.11 0.01
N 0.06 -0.06 0.03
H -0.04 0.01 -0.04
H -0.01 -0.03 0.01
H 0.01 0.18 -0.11
H 0.02 -0.06 0.01
H -0.03 0.06 -0.03
H 0.00 0.01 -0.01
H -0.01 -0.01 -0.01
H 0.00 -0.02 0.00
H 0.01 0.04 0.00
H -0.02 -0.01 -0.06
H -0.02 0.01 -0.01
H -0.02 0.00 0.01
H 0.00 0.01 -0.01
H 0.00 0.02 0.01
H -0.05 -0.01 0.02
S 0.05 -0.09 0.03
C -0.03 -0.20 -0.12
C 0.02 0.11 -0.01
N 0.02 -0.03 -0.03
C -0.11 0.06 0.19
S 0.02 -0.75 0.16
C 0.02 0.09 -0.03
N 0.02 -0.07 0.03
N -0.58 -0.03 0.34
C 0.05 -0.15 -0.10
C 0.03 0.01 -0.04
C 0.05 0.02 0.01
C -0.07 0.00 -0.03
C 0.03 -0.04 -0.04
C 0.13 0.00 0.27
P -0.17 -0.13 -0.14
C 0.10 0.08 -0.01
C 0.04 0.04 -0.02
C 0.01 0.01 0.01
C 0.02 0.01 0.02
C -0.02 -0.02 0.01
C 0.03 0.03 0.00
C 0.18 0.00 0.05
C 0.00 -0.03 0.07
C -0.01 0.01 0.00
C 0.03 0.02 -0.06
C 0.00 -0.02 0.01
C 0.00 0.10 0.10
H 0.11 0.06 0.16
H 0.05 0.07 -0.16
H -0.02 0.00 0.00
H 0.00 0.00 0.02
H 0.00 0.02 0.01
H 0.00 -0.04 0.03
H -0.01 -0.01 0.03
H 0.00 0.01 -0.01
H -0.01 0.01 -0.01
H 0.01 0.02 0.02
H -0.01 0.02 -0.01
H -0.01 0.04 -0.02
H -0.01 -0.02 0.00
H 0.00 -0.02 0.02
H 0.02 -0.01 0.01
H 0.01 0.00 0.02
C -0.19 0.15 0.14
Si 0.37 -0.37 -0.14
C -0.11 0.08 0.08
C -0.12 0.06 0.11
As 0.36 0.15 -0.27
Si 0.05 0.31 0.21
C -0.04 -0.21 0.00
C -0.04 -0.12 -0.04
C -0.05 -0.12 -0.02
H 0.03 -0.02 0.04
H -0.03 -0.03 -0.01
H 0.04 -0.02 -0.01
H -0.02 -0.02 0.01
H 0.00 0.02 -0.03
H 0.01 -0.03 -0.02
H 0.02 0.03 0.02
H 0.05 -0.06 -0.03
H -0.03 0.02 -0.02
H -0.01 0.02 0.04
H 0.02 0.00 0.03
H -0.01 0.05 -0.02
H 0.00 0.03 0.05
H 0.03 0.07 -0.01
H -0.05 -0.02 -0.02
H 0.03 0.06 0.03
H 0.03 -0.04 0.00
H 0.01 -0.02 -0.03